1.
{"formula": "C11H18FeN4S4Sb", "method": "ωB97M-V/def2-TZVPD", "elements": ["Fe", "C", "C", "N", "C", "C", "C", "C", "C", "C", "C", "N", "C", "C", "N", "N", "H", "H", "H", "H", "H", "H", "H", "H", "H", "H", "H", "H", "H", "H", "H", "H", "H", "H", "S", "Sb", "S", "S", "S"], "positions_angstrom": [[1.230, 0.516, 0.124], [0.987, -1.457, -2.410], [-0.164, -0.476, -2.467], [0.242, 0.829, -1.907], [-0.922, 1.714, -1.751], [-1.700, 1.306, -0.519], [-2.940, 1.814, -0.180], [-3.464, 1.478, 1.061], [-2.738, 0.674, 1.928], [-1.506, 0.207, 1.506], [-0.530, -0.536, 2.386], [0.565, -1.070, 1.562], [0.130, -2.275, 0.829], [1.173, -2.680, -0.191], [1.524, -1.552, -1.054], [-1.044, 0.487, 0.294], [1.793, -1.096, -3.055], [0.676, -2.430, -2.804], [-0.998, -0.839, -1.865], [-0.528, -0.367, -3.495], [0.928, 1.273, -2.509], [-1.565, 1.704, -2.637], [-0.560, 2.732, -1.600], [-3.466, 2.477, -0.854], [-4.427, 1.868, 1.364], [-3.105, 0.439, 2.918], [-1.040, -1.328, 2.943], [-0.103, 0.170, 3.103], [1.361, -1.277, 2.160], [-0.808, -2.027, 0.330], [-0.078, -3.100, 1.519], [0.830, -3.550, -0.761], [2.082, -2.981, 0.335], [2.530, -1.467, -1.084], [3.614, 1.344, 3.503], [3.337, 2.325, 1.511], [3.446, 0.536, -0.155], [0.920, 2.449, 1.173], [4.318, 4.165, 0.745]], "mulliken_charge": [0.56, -1.15, -0.45, -0.35, -1.16, 0.63, -1.15, -0.36, -1.14, 0.65, -1.09, -0.40, -0.44, -1.19, 0.11, 0.95, 0.42, 0.36, 0.25, 0.46, 0.33, 0.45, 0.47, 0.49, 0.42, 0.49, 0.45, 0.46, 0.36, 0.27, 0.46, 0.36, 0.43, 0.34, -0.61, 0.88, -0.52, -0.42, -0.60], "e_tot_ev": -101927.5956, "orbital_gap_ha": [0.2612, 0.2345], "total_charge": 0, "relative_energy_kcal_mol": 0.0, "spin_multiplicity": 6}

***

2.
{"formula": "C6H11N", "method": "ωB97M-V/def2-TZVPD", "elements": ["C", "C", "C", "C", "C", "C", "N", "H", "H", "H", "H", "H", "H", "H", "H", "H", "H", "H"], "positions_angstrom": [[-0.286, 2.484, -1.049], [0.230, 1.278, -0.264], [-0.458, -0.087, -0.459], [-0.075, -1.074, 0.686], [-0.139, -2.580, 0.375], [1.283, -0.782, 1.179], [2.354, -0.543, 1.545], [0.202, 3.384, -0.655], [-0.045, 2.431, -2.117], [-1.367, 2.631, -0.948], [1.294, 1.153, -0.491], [0.186, 1.528, 0.803], [-1.550, 0.025, -0.455], [-0.191, -0.522, -1.431], [-0.751, -0.879, 1.530], [-1.143, -2.894, 0.075], [0.567, -2.852, -0.416], [0.138, -3.147, 1.271]], "mulliken_charge": [-1.35, -0.47, -0.61, 0.66, -1.50, 0.14, -0.50, 0.35, 0.33, 0.34, 0.36, 0.36, 0.32, 0.27, 0.18, 0.38, 0.36, 0.39], "e_tot_ev": -7890.2793, "orbital_gap_ha": 0.4479, "total_charge": 0, "smiles": "CCC[C@@H](C)C#N", "relative_energy_kcal_mol": 5.8, "spin_multiplicity": 1}

***

3.
{"formula": "C24H62BO29", "method": "ωB97M-V/def2-TZVPD", "elements": ["O", "C", "O", "B", "O", "C", "O", "O", "C", "O", "C", "O", "O", "O", "H", "H", "C", "C", "O", "O", "H", "H", "H", "H", "H", "H", "C", "C", "O", "O", "H", "H", "H", "H", "H", "H", "C", "C", "O", "O", "H", "H", "H", "H", "H", "H", "C", "C", "O", "O", "H", "H", "H", "H", "H", "H", "C", "C", "O", "O", "H", "H", "H", "H", "H", "H", "C", "C", "O", "O", "H", "H", "H", "H", "H", "H", "C", "C", "O", "O", "H", "H", "H", "H", "H", "H", "C", "C", "O", "O", "H", "H", "H", "H", "H", "H", "C", "C", "O", "O", "H", "H", "H", "H", "H", "H", "C", "C", "O", "O", "H", "H", "H", "H", "H", "H"], "positions_angstrom": [[-2.960, 2.095, 0.427], [-1.968, 1.329, 0.493], [-0.818, 1.392, -0.202], [-0.064, 0.227, 0.062], [-0.858, -0.549, 1.023], [-1.961, 0.016, 1.251], [-2.977, -0.311, 1.952], [1.226, 0.544, 0.716], [2.202, -0.024, -0.008], [3.380, -0.045, 0.246], [1.525, -0.709, -1.216], [0.268, -0.635, -1.013], [1.994, -1.365, -2.094], [0.762, 2.621, 2.679], [0.517, 1.946, 3.311], [0.623, 2.212, 1.825], [-6.194, 2.889, -0.394], [-6.699, 1.506, -0.777], [-8.066, 1.509, -0.803], [-5.883, 2.975, 1.025], [-6.932, 3.597, -0.769], [-5.299, 3.015, -1.004], [-6.310, 0.772, -0.072], [-6.352, 1.116, -1.734], [-8.211, 2.079, -0.045], [-5.164, 3.605, 1.109], [-5.698, -0.205, 3.978], [-5.188, 1.240, 4.344], [-6.286, 2.146, 4.658], [-6.314, -0.275, 2.640], [-6.375, -0.556, 4.758], [-4.840, -0.870, 4.072], [-4.488, 1.634, 3.608], [-4.600, 1.149, 5.258], [-7.030, 2.107, 4.052], [-5.590, -0.528, 2.062], [1.193, -4.158, 0.946], [1.483, -3.855, 2.463], [1.450, -2.393, 2.768], [-0.021, -3.607, 0.896], [1.343, -5.219, 0.749], [1.832, -3.546, 0.309], [2.509, -4.127, 2.712], [0.956, -4.472, 3.192], [1.385, -2.443, 3.724], [0.205, -2.684, 0.755], [-2.286, 4.197, -3.478], [-0.880, 4.036, -2.970], [-0.068, 4.575, -3.906], [-2.579, 5.617, -3.621], [-2.922, 3.847, -2.665], [-2.471, 3.603, -4.373], [-0.594, 3.032, -2.655], [-0.600, 4.516, -2.032], [-0.377, 5.479, -4.007], [-3.335, 5.715, -4.205], [6.508, -3.730, -1.586], [4.952, -3.505, -1.879], [4.804, -2.178, -2.348], [7.055, -2.843, -0.771], [6.956, -3.492, -2.551], [6.741, -4.791, -1.493], [4.338, -3.581, -0.982], [4.717, -4.020, -2.810], [3.855, -2.064, -2.438], [6.622, -2.020, -1.007], [4.076, 1.152, 3.256], [3.895, -0.283, 3.532], [4.974, -1.078, 2.999], [5.128, 1.789, 4.028], [3.212, 1.754, 3.534], [4.272, 1.513, 2.246], [3.060, -0.768, 3.026], [3.667, -0.564, 4.560], [5.396, -0.559, 2.311], [5.769, 2.080, 3.375], [-2.796, 0.629, -2.778], [-1.604, 0.367, -3.721], [-1.766, -0.939, -4.330], [-4.085, 0.421, -3.403], [-2.765, 1.673, -2.466], [-2.778, -0.027, -1.908], [-0.671, 0.392, -3.157], [-1.657, 1.054, -4.566], [-2.717, -1.021, -4.434], [-4.574, 1.246, -3.356], [5.874, 1.946, -2.998], [4.451, 1.624, -2.429], [3.532, 1.785, -3.385], [6.348, 1.066, -3.944], [6.628, 2.139, -2.234], [5.677, 2.881, -3.523], [4.342, 2.128, -1.468], [4.403, 0.636, -1.972], [3.504, 0.957, -3.870], [5.856, 1.211, -4.755], [-0.066, -4.148, -2.993], [0.790, -3.812, -4.291], [2.115, -3.270, -3.934], [0.321, -5.208, -2.112], [-1.057, -4.517, -3.260], [-0.119, -3.190, -2.475], [0.418, -2.989, -4.901], [0.912, -4.723, -4.876], [1.980, -2.609, -3.251], [-0.391, -5.273, -1.470], [-0.287, 0.532, 5.886], [-1.277, -0.234, 5.078], [-0.822, -1.580, 4.666], [0.589, 1.340, 5.045], [0.286, -0.189, 6.469], [-0.729, 1.225, 6.602], [-1.885, 0.344, 4.382], [-2.094, -0.492, 5.753], [-0.780, -1.502, 3.710], [1.304, 1.552, 5.650]], "mulliken_charge": [-0.55, 0.34, -0.77, 1.18, -0.25, 0.24, -0.63, -0.39, 0.60, -0.43, 0.43, 0.13, -0.98, -0.74, 0.43, 0.22, 0.13, 0.23, -0.59, -0.47, 0.45, -0.39, 0.02, 0.07, 0.33, 0.28, -0.52, 0.08, -0.61, -0.55, 0.40, 0.23, 0.08, 0.25, 0.32, 0.29, -0.33, -0.76, -0.16, -0.63, 0.46, 0.06, 0.44, 0.42, 0.16, 0.17, 0.46, -0.08, -0.55, -0.58, -0.34, 0.32, -0.11, 0.27, 0.35, 0.31, -0.69, 0.03, -0.38, -0.55, 0.33, 0.42, 0.04, 0.31, 0.13, 0.33, -0.28, 0.57, -0.63, -0.61, 0.17, 0.22, -0.49, 0.45, 0.31, 0.37, 0.42, 0.17, -0.51, -0.71, -0.35, 0.32, -0.20, 0.25, 0.29, 0.32, -0.65, 0.31, -0.48, -0.53, 0.40, 0.30, 0.33, -0.29, 0.33, 0.31, 0.11, -0.41, -0.56, -0.58, 0.46, -0.22, 0.24, 0.32, 0.64, 0.32, -0.60, 0.06, -0.58, -0.50, 0.37, 0.35, 0.03, 0.27, 0.25, 0.23], "e_tot_ev": -85945.9481, "orbital_gap_ha": 0.3426, "total_charge": -1, "relative_energy_kcal_mol": 107.9, "spin_multiplicity": 1}